Record 1
Entry from OMol25: an isolated molecule of C3H2N4O4 in a non-equilibrium geometry (wB97M-V/def2-TZVPD).

Last column: Mulliken charge in e.
Cartesian coordinates (Å):
C  0.66  0.34  0.33  -0.349
C  -0.38  -0.64  0.34  0.175
C  2.85  -0.49  -0.31  0.161
N  1.87  -0.07  0.17  0.037
N  -0.13  -1.89  0.20  -0.418
N  4.24  -0.81  -0.33  0.841
N  -1.03  -2.94  -0.07  0.960
O  4.81  0.26  -0.07  -0.482
O  -0.57  -3.72  -0.84  -0.542
O  4.74  -1.85  -0.63  -0.482
O  -2.05  -3.03  0.53  -0.561
H  0.56  1.47  0.54  0.351
H  -1.34  -0.09  0.18  0.309

Properties
Relative energy (zero: lowest compared OMol25 entry of this formula, charge and spin) = 6.877 eV
Total charge = 0
LUMO (spin up / spin down) = -0.07360 / -0.07367 hartree

=====

Record 2
Entry from OMol25: an isolated molecule of C4H6ClF in a non-equilibrium geometry (wB97M-V/def2-TZVPD).

Last column: Mulliken charge in e.
Cartesian coordinates (Å):
C  -1.80  -0.72  0.37  -1.046
C  -0.38  -0.53  -0.01  0.178
C  0.37  0.55  0.03  -0.520
C  1.80  0.62  -0.20  0.269
F  2.30  -0.59  -0.53  -0.235
Cl  2.08  1.85  -1.49  -0.203
H  -2.39  -1.03  -0.52  0.283
H  -2.21  0.32  0.69  0.266
H  -1.96  -1.50  1.18  0.276
H  -0.01  -1.48  -0.44  0.296
H  -0.18  1.54  0.26  0.185
H  2.37  0.97  0.66  0.251

Properties
Relative energy (zero: lowest compared OMol25 entry of this formula, charge and spin) = 0.424 eV
Structure (SMILES) = C/C=C/[C@@H](F)Cl
Total charge = 0
LUMO = 0.03678 hartree

=====

Record 3
Entry from OMol25: a cluster of 2 separate species, H4NS in total (wB97M-V/def2-TZVPD).

Last column: Mulliken charge in e.
Cartesian coordinates (Å):
N  -1.45  1.65  -0.01  -0.714
H  -0.99  1.43  -0.89  0.242
H  -0.94  0.97  0.58  0.255
H  -1.16  2.58  0.22  0.175
S  0.78  -0.89  -0.05  -0.898
H  0.56  -1.73  0.97  -0.061

Properties
Relative energy (zero: lowest compared OMol25 entry of this formula, charge and spin) = 0.078 eV
Total charge = -1
LUMO = 0.17970 hartree

=====

Record 4
Entry from OMol25: a structure of composition C24H27FN4O3 in a non-equilibrium geometry (wB97M-V/def2-TZVPD).

Last column: Mulliken charge in e.
Cartesian coordinates (Å):
C  -1.30  2.67  4.90  -1.666
H  -1.21  1.64  5.06  0.335
H  -2.01  3.09  5.31  0.779
H  -0.34  3.25  5.14  0.272
C  -1.49  3.08  3.26  0.261
C  -1.78  4.41  3.09  -0.986
H  -2.75  4.75  3.69  0.312
H  -1.76  4.56  1.94  0.308
H  -0.74  5.04  3.33  0.226
C  -0.26  2.39  2.57  -0.568
C  0.16  0.78  2.93  -0.824
N  1.08  0.38  1.90  0.524
C  2.16  0.89  1.79  1.128
O  2.63  1.49  2.70  -0.688
C  3.29  0.16  0.89  -1.684
C  2.62  -0.31  -0.31  1.547
C  1.86  0.68  -1.25  -0.184
C  1.50  0.36  -2.43  -0.182
C  1.97  -0.96  -3.12  -1.597
C  2.50  -1.92  -2.18  -0.499
C  3.01  -1.44  -0.99  -0.231
H  3.48  -2.36  -0.21  0.117
H  2.79  -2.90  -2.63  0.331
H  1.48  -1.22  -3.89  1.225
H  1.34  1.17  -3.12  0.488
F  1.74  1.81  -0.76  -0.378
H  3.44  -0.73  1.39  0.480
H  4.20  0.67  0.85  0.410
C  0.44  -0.88  1.29  -0.497
C  -0.52  -0.86  0.19  0.499
N  -0.89  0.33  -0.18  -0.097
H  -1.31  0.54  -1.15  0.162
H  -0.48  1.12  0.14  0.069
N  -1.02  -1.87  -0.40  0.149
C  -0.45  -3.16  -0.08  0.080
O  -0.66  -4.38  -0.61  -0.686
N  0.71  -3.12  0.73  0.032
C  0.95  -2.31  1.70  -0.401
O  1.98  -2.34  2.44  -0.710
H  1.05  -4.20  1.23  0.406
C  -2.29  -2.03  -1.23  -1.874
C  -1.91  -1.65  -2.40  0.708
C  -1.11  -2.32  -3.36  -0.208
C  -0.93  -1.95  -4.74  -0.673
C  -1.20  -0.79  -5.22  -0.322
C  -2.12  -0.04  -4.65  -0.766
C  -2.45  -0.35  -3.26  -0.388
H  -3.11  0.29  -2.72  0.421
H  -2.32  0.91  -4.96  0.442
H  -1.06  -0.60  -6.17  0.608
H  -0.17  -2.72  -5.42  0.170
H  -0.64  -3.30  -3.07  0.289
H  -2.77  -1.32  -0.96  1.044
H  -2.65  -3.00  -1.24  0.569
H  -1.07  0.24  2.67  0.123
H  0.37  0.50  3.90  0.762
H  -0.38  2.68  1.53  0.272
H  0.65  2.92  3.02  0.358
H  -2.26  2.23  3.11  0.208

Properties
Relative energy (zero: lowest compared OMol25 entry of this formula, charge and spin) = 20.146 eV
Total charge = 0
LUMO = -0.00263 hartree

=====

Record 5
Entry from OMol25: a structure of composition C4H6ClN3 in a non-equilibrium geometry (wB97M-V/def2-TZVPD).

Last column: Mulliken charge in e.
Cartesian coordinates (Å):
C  2.37  0.33  0.11  -0.786
C  0.82  -0.14  0.10  -0.244
C  -1.44  -0.27  -0.19  0.344
C  -0.28  0.60  -0.12  0.593
H  2.45  0.64  -1.18  0.230
H  2.32  1.30  0.86  0.246
H  3.38  -0.49  0.49  0.275
H  0.89  -2.21  -0.74  0.309
H  -2.99  1.27  0.00  0.244
H  -3.47  -0.43  0.91  0.276
N  0.24  -1.40  -0.06  0.172
N  -1.07  -1.54  -0.15  -0.851
N  -2.75  0.10  0.10  -0.550
Cl  -0.48  2.24  -0.12  -0.259

Properties
Relative energy (zero: lowest compared OMol25 entry of this formula, charge and spin) = 6.111 eV
Total charge = 0
LUMO = 0.02276 hartree

=====

Record 6
Entry from OMol25: a structure of composition C44H49BrGeIN4P2Ti (wB97M-V/def2-TZVPD).

Last column: Mulliken charge in e.
Cartesian coordinates (Å):
Ti  1.20  0.83  -0.12  -0.954
C  1.68  -1.40  -2.44  -0.996
P  1.36  -1.88  -0.70  1.701
C  2.74  -2.95  -0.22  -0.236
C  2.69  -3.54  1.05  -0.627
C  3.74  -4.33  1.49  -0.483
C  4.84  -4.54  0.68  -0.685
C  4.90  -3.96  -0.58  -0.731
C  3.85  -3.17  -1.03  -0.432
C  -0.04  -3.01  -0.78  0.833
C  -1.28  -2.63  -0.27  1.513
C  -2.36  -3.50  -0.35  -0.982
C  -2.21  -4.74  -0.94  -0.755
C  -0.97  -5.12  -1.45  -0.825
C  0.11  -4.26  -1.37  -0.882
C  0.70  -0.31  -2.73  -0.949
C  0.10  -0.02  -3.92  -1.370
C  -0.99  0.84  -3.64  -1.303
C  -1.04  1.05  -2.30  -0.695
C  -2.17  1.70  -1.57  0.421
P  -3.27  0.45  -0.71  0.030
C  -4.88  0.80  -1.49  0.542
C  -5.55  -0.27  -2.08  -0.539
C  -6.78  -0.08  -2.70  -0.586
C  -7.35  1.18  -2.73  -0.539
C  -6.69  2.26  -2.15  -0.761
C  -5.47  2.06  -1.53  -0.217
C  -3.50  1.21  0.94  0.552
C  -3.42  2.57  1.24  0.272
C  -3.62  3.03  2.53  -0.908
C  -3.92  2.14  3.55  -0.731
C  -4.02  0.78  3.27  -0.647
C  -3.80  0.33  1.98  -0.642
N  0.04  0.39  -1.68  2.389
H  2.73  -1.10  -2.55  0.427
H  1.49  -2.25  -3.11  0.974
H  1.82  -3.40  1.68  0.617
H  3.69  -4.78  2.47  0.475
H  5.66  -5.16  1.03  0.410
H  5.75  -4.13  -1.22  0.486
H  3.91  -2.72  -2.01  0.362
H  -1.42  -1.65  0.15  -0.669
H  -3.32  -3.19  0.04  0.459
H  -3.05  -5.42  -1.00  0.423
H  -0.85  -6.10  -1.91  0.443
H  1.07  -4.58  -1.76  0.426
H  0.37  -0.45  -4.87  0.663
H  -1.72  1.21  -4.35  0.647
H  -1.86  2.46  -0.86  -1.158
H  -2.78  2.20  -2.32  0.888
H  -5.10  -1.26  -2.06  0.400
H  -7.29  -0.92  -3.16  0.421
H  -8.31  1.33  -3.21  0.390
H  -7.14  3.24  -2.17  0.429
H  -4.97  2.91  -1.07  0.293
H  -3.21  3.30  0.46  0.496
H  -3.56  4.09  2.74  0.395
H  -4.09  2.50  4.56  0.427
H  -4.26  0.08  4.06  0.466
H  -3.86  -0.73  1.76  0.358
I  2.79  2.65  1.48  -0.150
C  2.66  -0.67  3.47  -1.024
Ge  0.79  -0.14  3.30  0.608
C  0.43  1.41  4.41  -1.094
C  -0.27  -1.66  3.92  -1.214
C  0.11  0.24  1.48  2.541
H  2.84  -0.77  4.55  0.577
H  3.37  0.07  3.10  0.231
H  2.85  -1.65  3.03  0.122
H  0.70  1.20  5.44  0.430
H  -0.64  1.64  4.38  0.322
H  0.99  2.28  4.07  0.309
H  -0.17  -1.77  5.00  0.450
H  0.08  -2.59  3.46  0.301
H  -1.32  -1.53  3.68  0.294
H  -0.60  1.07  1.63  -0.575
H  -0.48  -0.63  1.19  -1.788
C  6.22  -0.76  1.24  -1.516
C  5.24  -0.19  0.28  0.414
C  5.40  0.55  -0.89  -1.523
C  4.11  0.83  -1.34  0.048
N  3.21  0.28  -0.51  1.588
N  3.93  -0.33  0.46  1.356
C  3.70  1.65  -2.51  -1.370
H  7.18  -0.90  0.75  0.429
H  5.88  -1.72  1.62  0.266
H  6.37  -0.08  2.08  0.246
H  6.32  0.84  -1.35  0.576
H  3.47  -0.79  1.23  -0.586
H  4.42  1.54  -3.32  0.506
H  3.66  2.70  -2.23  0.250
H  2.72  1.34  -2.90  0.129
Br  -1.26  5.98  1.54  -0.107
C  -0.50  4.95  0.17  -0.444
C  -0.28  5.50  -1.09  -0.279
C  0.28  4.69  -2.06  -1.474
C  0.59  3.38  -1.75  -0.037
N  0.39  2.87  -0.53  0.974
C  -0.15  3.64  0.42  -0.468
H  -0.54  6.52  -1.29  0.486
H  0.47  5.06  -3.06  0.530
H  0.99  2.70  -2.50  0.340
H  -0.29  3.21  1.40  0.602

Properties
Total charge = +1
LUMO = -0.12306 hartree

=====

Summary of molecular weight in g/mol
158.07; 108.54; 50.11; 438.50; 131.57; 1023.14
(order as listed above)